A | A 4-piece molecular cluster, C2H12N2O4 overall. Source: the OMol25 dataset; level of theory: ωB97M-V/def2-TZVPD.

Atoms and positions in Å:
C -0.1634 0.4096 2.5170
N 0.2783 0.7558 1.1859
C -0.6814 0.9790 0.2507
N -0.4110 1.7527 -0.8751
O -1.8660 0.6023 0.4263
H -1.2302 0.4143 2.6932
H 0.4064 1.1165 3.2659
H 0.0535 -0.6585 2.5850
H 1.2200 1.1335 1.0797
H 0.5824 2.0084 -1.0512
H -1.0459 1.7548 -1.6828
O -1.0264 -2.2144 0.3403
H -2.0278 -2.3144 0.2290
H -0.9552 -1.5253 0.9309
O 0.3823 -1.4875 -1.7601
H 0.2906 -2.0615 -0.9981
H -0.3501 -0.9474 -1.7022
O 2.1615 0.4407 -2.3166
H 2.7424 0.2626 -3.0088
H 1.6401 -0.4213 -2.1088

The charge is 0. The structure (SMILES) is CNC(N)=O.O.O.O. Its orbital gap is 0.391 Eh. As for the HOMO energy: -9.96 eV.

---

B | A 4-piece molecular cluster, C2H12N2O4 overall. Source: the OMol25 dataset; level of theory: ωB97M-V/def2-TZVPD.

Atoms and positions in Å:
C 0.7349 1.6136 -1.6202
N -0.2850 1.3039 -0.5695
C 0.1882 0.9180 0.6535
N -0.6272 1.3330 1.7827
O 1.3289 0.4231 0.6070
H 1.1770 0.6792 -2.0589
H 1.7140 2.0568 -1.2377
H 0.4411 2.1655 -2.4708
H -1.1252 1.8682 -0.5589
H -1.5488 1.0706 1.6212
H -0.3461 1.4098 2.7804
O 0.3469 -1.6800 1.9014
H 0.3918 -2.4984 2.3299
H 0.8852 -0.9935 2.2980
O -1.6232 -0.9392 -0.0450
H -0.8290 -1.0944 0.4903
H -1.4995 -0.5341 -0.8648
O 0.5699 -2.3626 -1.9774
H 0.2361 -1.7320 -1.3921
H -0.1300 -3.0073 -1.6691

The charge is 0. The structure (SMILES) is CNC(N)=O.O.O.O. Its orbital gap is 0.379 Eh. As for the HOMO energy: -9.74 eV.

---

A is preferred energetically. Next in line: 101.3 kJ/mol higher.

---

A | One molecule with the formula C12H16O2. Source: the OMol25 dataset; level of theory: ωB97M-V/def2-TZVPD.

Atoms and positions in Å:
C 4.0182 -0.8977 0.5889
C 2.9685 -0.1929 -0.1126
O 3.1096 0.6619 -0.9694
O 1.7597 -0.5704 0.3768
C 0.6091 0.0905 0.0148
C 0.3458 1.3624 -0.2026
C 1.0687 2.6072 0.1724
C -0.9682 1.5820 -0.8463
C -1.6382 0.1890 -0.9694
C -2.9563 0.0891 -0.0429
C -2.7624 -1.1097 0.8590
C -1.2675 -1.5310 0.7641
C -0.7565 -2.1753 -0.5529
C -0.6065 -0.7301 -0.2838
H 4.2992 -1.8932 0.0995
H 3.7360 -1.0927 1.6462
H 4.9517 -0.2863 0.5744
H 0.7010 2.6598 1.1334
H 0.8355 3.3344 -0.5340
H 2.1375 2.4845 0.2534
H -1.6746 2.1735 -0.1364
H -0.7927 2.0317 -1.8845
H -2.0144 -0.0386 -1.9301
H -3.7344 -0.0343 -0.7981
H -3.0042 1.0155 0.4095
H -2.9464 -0.7095 1.8625
H -3.2432 -2.0887 0.7983
H -0.6800 -1.6472 1.6467
H 0.0772 -2.8925 -0.6023
H -1.5723 -2.3915 -1.3345

The charge is 0. The structure (SMILES) is CC(=O)OC1=C(C)C[C@@H]2CC[C@H]3C[C@@]123. Its orbital gap is 0.334 Eh. As for the HOMO energy: -8.23 eV.

---

B | One molecule with the formula C12H16O2. Source: the OMol25 dataset; level of theory: ωB97M-V/def2-TZVPD.

Atoms and positions in Å:
C 2.0691 2.7460 -0.7112
C 1.3948 1.8659 0.3725
C 0.3363 1.0083 -0.2551
O -0.4903 1.8428 -0.9625
C 0.2459 -0.3334 -0.3152
C 1.2067 -1.1599 0.2574
C 1.3620 -2.4753 -0.0702
C 0.3765 -2.9622 -1.0451
C -0.7418 -2.3150 -1.4820
C -1.0648 -0.9760 -0.7959
C -1.9395 -1.1056 0.4411
C -2.2698 0.2128 0.9116
C -1.4667 0.9918 1.6715
O -0.3713 0.5581 2.4065
H 2.6112 2.0614 -1.3778
H 1.3029 3.3560 -1.2216
H 2.7596 3.4259 -0.1958
H 1.0227 2.2675 1.3387
H 2.1517 1.2020 0.6868
H -1.2843 1.3448 -1.1895
H 2.0030 -0.7898 0.9515
H 2.1325 -3.0645 0.3226
H 0.5648 -3.8038 -1.6812
H -1.5138 -2.7510 -2.1040
H -1.4163 -0.3848 -1.6148
H -2.8393 -1.6422 0.0593
H -1.4608 -1.6208 1.3488
H -3.1296 0.7790 0.4280
H -1.6157 2.0258 1.8059
H 0.0643 -0.3036 2.0198

The charge is 0. The structure (SMILES) is CC/C(O)=C1\C=CC=C[C@H]1C/C=C\O. Its orbital gap is 0.296 Eh. As for the HOMO energy: -7.64 eV.

---

A is preferred energetically. Next in line: 86.5 kJ/mol higher.

---

A | An isolated ion of composition C3H2ClO3 and charge -1. Source: the OMol25 dataset; level of theory: ωB97M-V/def2-TZVPD.

Atoms and positions in Å:
C -1.0901 -0.0600 -1.5821
C 0.4836 1.3813 1.4252
C 1.3830 0.2474 1.4152
O 1.7831 -0.8498 1.7810
O 1.7840 1.2046 0.6558
O -1.2338 -1.3456 -1.1608
Cl -0.8431 0.9497 0.1904
H -0.2480 -0.1075 -2.1658
H -2.0186 -1.4200 -0.5589

The charge is -1. Its orbital gap is 0.258 Eh. As for the HOMO energy: -3.16 eV.

---

B | A 2-piece molecular cluster, C3H2ClO3 overall. Source: the OMol25 dataset; level of theory: ωB97M-V/def2-TZVPD.

Atoms and positions in Å:
C -0.0139 -1.1608 -3.4238
C -1.1993 -0.5591 -0.4676
C 0.0543 -1.2094 -0.8613
O -1.1234 -1.5077 -3.5505
O 1.0397 -0.7378 -3.6844
O 0.0443 -0.3577 0.2772
Cl -0.0740 -2.9137 -0.3097
H -1.2077 0.3125 -1.0897
H -2.0851 -0.9995 0.0094

The charge is -1. Its orbital gap is 0.246 Eh. As for the HOMO energy: -2.85 eV.

---

B is preferred energetically. Next in line: 354.0 kJ/mol higher.

---

A | An isolated ion of composition C6H15N4O and charge +1. Source: the OMol25 dataset; level of theory: ωB97M-V/def2-TZVPD.

Atoms and positions in Å:
C -2.8713 -1.9820 0.9166
C -2.5012 -0.5828 0.3694
N -1.3794 -0.5919 -0.6407
C -0.5332 0.4641 -0.8514
C 0.8668 0.1182 -1.4093
C 1.7714 0.8235 -0.3974
N 2.1443 2.0422 -0.7955
N 2.2988 0.3418 0.7295
C 2.5991 -1.0667 0.9578
N -0.6094 1.7192 -0.7209
O -1.7630 2.3428 -0.1713
H -3.3782 -1.9380 1.8364
H -3.5856 -2.4994 0.2480
H -1.9910 -2.6587 1.0258
H -2.2475 0.1024 1.2608
H -3.3146 -0.0144 -0.0909
H -0.7698 -1.3188 -0.4583
H 0.9350 -0.9996 -1.4916
H 1.2545 0.5972 -2.2864
H 1.6094 2.4021 -1.5787
H 2.5273 2.7116 -0.1521
H 2.8161 1.0597 1.3493
H 3.2871 -1.2134 1.9356
H 1.6702 -1.5924 1.0717
H 3.1213 -1.4227 0.0073
H -1.9572 3.1561 -0.6634

The charge is +1. The structure (SMILES) is CCN/C(C/C(N)=[NH+]\C)=N\O. Its orbital gap is 0.339 Eh. As for the HOMO energy: -12.50 eV.

---

B | An isolated ion of composition C6H15N4O and charge +1. Source: the OMol25 dataset; level of theory: ωB97M-V/def2-TZVPD.

Atoms and positions in Å:
C 1.6489 0.8397 1.1072
C -0.0825 -0.6816 1.5949
C -1.3714 -0.2968 -0.2260
C -3.4475 1.0764 0.0366
C -0.2614 -2.7385 -1.2573
C -1.9314 0.9247 0.3640
N 0.4734 0.6544 1.5676
N 2.3897 0.0400 0.4049
N -0.6508 -1.1108 0.3760
N 3.6437 0.5986 0.0355
O -0.2279 -2.3306 0.0749
H 2.0428 1.8189 1.3481
H 0.7064 -1.3472 1.6985
H -0.8310 -0.7978 2.4182
H -1.6809 -0.4715 -1.2228
H -3.6464 0.6538 -0.9936
H -3.7760 2.1002 0.0087
H -4.0534 0.4276 0.8167
H -1.2079 -2.9914 -1.6076
H 0.4013 -3.6862 -1.2137
H 0.1892 -2.1735 -1.9617
H -1.6963 0.8486 1.4286
H -1.3091 1.7648 0.0301
H 3.8064 0.6560 -1.0515
H 4.3874 0.0062 0.4118
H 3.8738 1.4290 0.6539

The charge is +1. Its orbital gap is 0.325 Eh. As for the HOMO energy: -11.83 eV.

---

A is preferred energetically. Next in line: 328.1 kJ/mol higher.

---

A | One molecule with the formula C3H2O. Source: the OMol25 dataset; level of theory: ωB97M-V/def2-TZVPD.

Atoms and positions in Å:
O 0.9755 1.6633 0.1681
C 0.3911 0.6379 -0.0871
C 0.0446 -0.1741 -1.2588
C -0.4354 -0.7696 -0.2005
H -0.0349 0.1327 0.9456
H -0.9408 -1.4901 0.4328

The charge is 0. Its orbital gap is 0.376 Eh. As for the HOMO energy: -9.84 eV.

---

B | One molecule with the formula C3H2O. Source: the OMol25 dataset; level of theory: ωB97M-V/def2-TZVPD.

Atoms and positions in Å:
C 1.1609 0.1200 -0.1003
C 0.3683 1.1626 0.1433
C -0.6061 0.1035 0.0704
O 1.3987 -0.9845 -0.1404
H -1.5225 0.3350 0.4719
H -0.7992 -0.7365 -0.4449

The charge is 0. Its orbital gap is 0.350 Eh. As for the HOMO energy: -9.95 eV.

---

C | One molecule with the formula C3H2O. Source: the OMol25 dataset; level of theory: ωB97M-V/def2-TZVPD.

Atoms and positions in Å:
C 1.0682 0.1175 0.1075
C 2.2555 -0.2808 -0.0698
C -0.3035 0.4245 0.0358
O -1.2791 -0.4573 -0.0099
H -0.7372 1.4919 -0.3270
H -1.0040 -1.2957 0.2634

The charge is 0. Its orbital gap (alpha / beta) is 0.329 / 0.329 Eh. As for the HOMO energy (alpha / beta): -10.20 / -10.20 eV.

---

C is preferred energetically. Next in line: 30.9 kJ/mol higher.

---

A | An isolated ion of composition C4H9O2S and charge -1. Source: the OMol25 dataset; level of theory: ωB97M-V/def2-TZVPD.

Atoms and positions in Å:
C -1.2416 -0.6874 0.7489
C -0.6419 0.4033 -0.1750
C -0.9892 1.7366 0.4583
S 1.0345 0.0899 -0.1389
C 1.2065 -1.1946 -1.3856
O 1.7924 1.2323 -0.6801
O 1.9365 -0.8491 1.4479
H -1.0627 -0.1918 1.6477
H -2.2893 -0.8444 0.4730
H -0.7370 -1.6814 0.7765
H -0.5494 1.9088 1.4206
H -2.0362 1.9548 0.5528
H -0.4419 2.4485 -0.2200
H 0.5436 -2.0773 -1.5651
H 1.3621 -0.6411 -2.2882
H 2.1138 -1.6072 -1.0728

The charge is -1. The structure (SMILES) is CC(C)=[S@@](C)(=O)[O-]. Its orbital gap is 0.256 Eh. As for the HOMO energy: -3.04 eV.

---

B | A 2-piece molecular cluster, C4H9O2S overall. Source: the OMol25 dataset; level of theory: ωB97M-V/def2-TZVPD.

Atoms and positions in Å:
C -3.4482 0.8424 0.1764
C 1.3044 -1.1671 0.7017
C 0.8909 -0.8508 -0.7999
C -0.7224 0.6398 -0.5744
O -1.7502 -0.7201 1.5475
O -2.5154 -1.2710 -0.7645
S -2.1616 -0.2547 0.2140
H -3.2212 1.6266 0.9398
H -3.2620 1.3640 -0.8514
H 1.9042 -0.2879 1.0848
H 0.4511 -1.4796 1.2699
H 2.1091 -2.0083 0.7905
H 0.3499 -1.6452 -1.3696
H 1.8847 -0.6161 -1.2413
H -0.2839 1.3084 0.0033
H -1.0738 0.9024 -1.5208

The charge is -1. Its orbital gap (alpha / beta) is 0.266 / 0.266 Eh. As for the HOMO energy (alpha / beta): -3.27 / -3.27 eV.

---

B is preferred energetically. Next in line: 76.0 kJ/mol higher.